125
Properties=species:S:1:pos:R:3:forces:R:3 method="wB97M-V/def2-TZVPD" total_charge=-2 lumo_ev=3.85 energy_ev=-351665.455 relative_energy_ev=0.360
Ta -0.523398 0.675274 -0.089726 0.2598 -0.5141 -0.8095
Se -1.914309 3.048673 0.781895 -0.0918 0.0287 0.1909
Se -2.869591 4.969052 -0.086395 0.2117 0.1083 0.0036
Se 1.191984 3.915158 2.866458 -0.0446 0.0391 -0.0193
Se 0.425674 3.221764 0.807008 0.1340 0.0209 -0.0198
C -0.428359 0.815301 4.273639 0.0040 0.0166 0.0350
C 0.181326 0.512431 2.928766 -0.0533 -0.0354 0.0385
N -0.744400 0.329732 1.890882 0.0153 0.2121 0.2203
O -1.457647 -0.914435 2.114332 0.1211 -0.0510 0.1036
C 1.507561 0.531114 2.714204 -0.0185 0.0037 -0.0015
C 2.423101 0.876033 3.845515 -0.0905 -0.0027 0.0410
N 2.173129 0.382061 1.495329 0.1079 -0.0396 -0.0297
O 1.376901 0.076919 0.358107 -0.0775 0.0950 0.0714
H -1.392943 0.313701 4.370983 -0.0235 -0.0004 -0.0311
H -0.591366 1.894416 4.371200 0.0070 -0.0123 0.0099
H 0.186686 0.477637 5.107645 -0.0104 -0.0090 0.0038
H -2.256612 -0.643099 2.587430 0.0409 0.1301 -0.2074
H 1.923572 1.560142 4.524612 0.0199 -0.0409 0.0094
H 3.277691 1.418093 3.459356 -0.0512 0.0122 -0.0070
H 2.755028 -0.010560 4.393125 -0.0593 0.0520 -0.0332
F -0.546944 7.054316 -4.084492 0.0027 0.0149 -0.0049
C -0.392680 5.820749 -3.516542 -0.0245 -0.0078 -0.0080
C -1.483118 4.988480 -3.416473 0.0066 0.0207 0.0086
C -1.313054 3.739332 -2.839023 0.0353 -0.0301 -0.0149
C -0.070038 3.302133 -2.386942 0.1206 0.0035 0.0104
C 0.137144 1.905117 -1.902100 -0.1894 0.0516 -0.0249
C 1.000222 4.194189 -2.489499 -0.0182 0.0406 0.0057
C 0.850940 5.455995 -3.047392 0.0294 -0.0241 0.0155
H -2.457794 5.329437 -3.738583 0.0059 -0.0058 0.0070
H -2.174591 3.098225 -2.713124 -0.0427 -0.0335 -0.0171
H 1.200107 1.664942 -1.974385 0.0914 -0.0786 0.0069
H -0.353499 1.242928 -2.625097 -0.0752 0.0393 0.0091
H 1.972213 3.891846 -2.118186 0.0220 -0.0072 0.0008
H 1.680322 6.148195 -3.117847 -0.0046 -0.0053 0.0040
C -0.402632 -3.104507 -2.020095 -0.0695 -0.0211 0.0192
C 0.250737 -1.743890 -2.185332 0.1465 0.1805 -0.1865
C 0.246635 -1.238892 -3.624738 -0.0098 0.0090 -0.0061
O -0.356363 -0.791642 -1.357637 -0.1889 0.1181 0.5641
H -0.126463 -3.545024 -1.063018 0.0045 0.0129 -0.0186
H -0.078334 -3.779174 -2.817390 -0.0007 -0.0017 0.0023
H -1.487987 -3.014402 -2.051666 0.0894 -0.0301 0.0280
H 1.299161 -1.847974 -1.899323 -0.0125 -0.0217 0.0308
H 0.843422 -0.329210 -3.703938 0.0024 -0.0086 -0.0039
H -0.765644 -1.002124 -3.952948 -0.0457 -0.0174 -0.0154
H 0.670383 -1.990967 -4.295304 -0.0056 -0.0016 0.0050
C 4.559355 -3.030993 0.326324 -0.0315 -0.0015 0.0125
C 3.576996 -2.254015 1.215947 0.0531 0.0056 -0.0037
C 3.732698 -2.768009 2.655348 -0.0348 0.0243 -0.0009
C 2.155186 -2.651991 0.798959 -0.0340 -0.0284 0.0222
Si 3.782921 -0.319591 1.133983 -0.1116 -0.0177 -0.0210
C 5.288644 0.197513 2.313060 -0.0156 -0.0044 0.0094
C 5.242300 -0.036414 3.846480 0.0800 0.0101 0.0202
C 6.521031 -0.621720 1.856779 -0.0177 0.0425 0.0048
C 5.617731 1.692496 2.148570 0.0192 -0.0047 0.0370
C 4.184406 0.348629 -0.666133 0.0217 -0.0302 0.0301
C 3.346743 -0.341582 -1.755411 0.0249 0.0081 -0.0178
C 3.829510 1.845546 -0.708783 0.0194 0.0029 -0.0771
C 5.633558 0.202441 -1.164680 -0.0108 -0.0266 0.0166
H 4.384515 -4.107596 0.453974 -0.0007 0.0109 -0.0006
H 5.603544 -2.838992 0.572020 0.0473 0.0179 0.0224
H 4.417327 -2.805746 -0.730925 0.0182 -0.0067 0.0171
H 3.480463 -3.835799 2.674721 -0.0048 0.0119 0.0071
H 3.043216 -2.260534 3.336103 0.0147 -0.0010 -0.0020
H 4.743432 -2.666158 3.045569 0.0744 0.0195 -0.0022
H 1.942579 -2.386462 -0.230303 -0.0105 0.0151 -0.0417
H 2.049315 -3.740630 0.904062 0.0037 0.0073 -0.0079
H 1.396433 -2.171964 1.418825 0.0078 -0.0188 -0.0008
H 4.660735 -0.896542 4.158820 0.0227 -0.0575 -0.0025
H 4.859495 0.830417 4.378890 0.0434 -0.0594 -0.0079
H 6.270233 -0.189705 4.196080 0.0085 0.0137 -0.0216
H 6.471020 -1.647658 2.220268 -0.0292 -0.0467 0.0255
H 7.415673 -0.168507 2.301468 -0.0066 -0.0047 -0.0148
H 6.672938 -0.655999 0.784364 -0.0112 -0.0307 -0.0181
H 4.757672 2.331280 2.366016 0.0255 0.0030 -0.0282
H 5.969919 1.941326 1.152114 0.0476 -0.0146 -0.0957
H 6.418330 1.957809 2.851105 -0.0081 -0.0065 -0.0161
H 2.288337 -0.195548 -1.593636 -0.0294 0.0393 0.0320
H 3.609954 0.098374 -2.726023 -0.0016 -0.0069 0.0043
H 3.545929 -1.413610 -1.823426 -0.0104 0.0332 0.0025
H 2.814008 2.029291 -0.369587 -0.1225 -0.0005 0.0322
H 3.911597 2.198038 -1.745141 0.0015 0.0005 0.0029
H 4.494812 2.457247 -0.101000 -0.0330 -0.0039 -0.0116
H 5.946561 -0.843877 -1.226475 0.0101 0.0081 0.0264
H 6.365219 0.748948 -0.574940 0.0282 0.0661 0.0682
H 5.679276 0.609266 -2.181777 -0.0042 0.0043 0.0084
C -6.732830 -0.038572 0.552688 0.0089 0.0461 0.0176
Si -5.081944 0.915840 0.542155 -0.0530 0.0392 -0.0848
C -4.829208 1.401736 2.350213 0.0385 -0.0003 0.0689
C -5.469808 2.483708 -0.419391 -0.0684 -0.0891 0.0619
Si -3.219390 -0.260134 -0.349785 -0.0986 -0.0715 0.0154
Si -4.003496 -0.638494 -2.566175 -0.0094 -0.0214 0.0046
C -5.890208 -0.683472 -2.786402 0.0247 -0.0268 -0.0366
C -3.519737 -2.274756 -3.409789 -0.0001 0.0143 -0.0272
C -3.433042 0.685259 -3.788847 -0.0348 0.0447 -0.0074
Si -3.672243 -2.360660 0.680571 0.0214 0.0488 0.0091
C -5.137076 -3.297135 -0.099463 0.0140 -0.0273 0.0168
C -2.259547 -3.620509 0.750418 0.0103 -0.0137 -0.0076
C -4.197919 -2.234174 2.509913 -0.0108 -0.0327 0.0093
H -7.460555 0.559935 1.113514 0.0314 0.0053 -0.0099
H -7.126725 -0.176954 -0.454773 0.0110 -0.0173 0.0391
H -6.676179 -1.017233 1.025372 0.0234 -0.0798 0.0930
H -5.709275 1.955449 2.695762 0.0208 -0.0060 -0.0020
H -3.954892 2.039862 2.489453 -0.0078 -0.0065 -0.0204
H -4.714186 0.525090 2.993041 0.0026 0.0476 0.0038
H -6.339231 2.983508 0.024334 0.0099 -0.0205 0.0019
H -5.708529 2.263331 -1.461085 -0.0159 -0.0470 -0.1054
H -4.643819 3.198593 -0.405572 -0.1236 -0.0762 -0.0432
H -6.330041 -1.552415 -2.292872 -0.0060 0.0049 0.0210
H -6.103557 -0.766791 -3.858433 0.0200 0.0024 0.0087
H -6.390020 0.208238 -2.414415 -0.0075 0.0852 0.0096
H -3.680865 -3.154429 -2.784726 -0.0105 0.0074 0.0169
H -2.484364 -2.289820 -3.744837 0.0062 0.0156 -0.0155
H -4.154720 -2.374163 -4.297571 0.0030 -0.0084 0.0101
H -3.999311 1.611616 -3.657852 0.0341 0.0052 0.0329
H -3.606846 0.327666 -4.809849 -0.0111 0.0318 -0.0043
H -2.374648 0.931688 -3.693772 0.0232 -0.0257 0.0122
H -4.855758 -3.780839 -1.037449 0.0040 0.0350 -0.0124
H -5.986502 -2.644168 -0.301295 -0.0050 -0.0064 0.0027
H -5.472763 -4.082020 0.588043 0.0168 -0.0031 -0.0154
H -2.340626 -4.368349 -0.042192 0.0404 0.0194 -0.0305
H -1.290067 -3.131152 0.679715 -0.0127 0.0069 0.0334
H -2.293284 -4.140890 1.712891 -0.0314 -0.0194 -0.0231
H -5.006407 -1.530118 2.691846 -0.1076 0.0221 -0.0202
H -3.373277 -1.981914 3.181616 -0.0607 -0.0785 -0.0100
H -4.546882 -3.228848 2.810151 -0.0036 0.0128 -0.0079